Computed, not measured: a 2-piece molecular cluster, C8H16O4P overall, with ωB97M-V/def2-TZVPD.

Element x y z (Å)
C -0.737 2.365 2.312
C 0.070 1.752 1.425
C -1.919 3.196 1.852
C 2.507 1.500 0.898
C 0.756 -3.163 -1.037
C -1.423 -2.567 -2.176
C 1.327 1.131 1.773
C -0.043 -2.116 -1.718
O -1.320 -0.132 -0.052
O 0.517 0.563 -1.621
O 1.519 0.418 2.711
O 0.641 -1.887 -2.956
P 0.263 -0.512 -0.645
H -0.761 2.234 3.447
H -0.010 1.876 0.378
H -1.780 4.169 2.262
H -2.955 2.890 2.110
H -1.726 3.331 0.720
H 2.191 1.647 -0.178
H 2.912 2.396 1.397
H 3.333 0.776 0.978
H 1.750 -2.711 -0.727
H 0.480 -3.474 -0.022
H 0.847 -4.267 -1.543
H -1.989 -1.635 -2.524
H -2.084 -2.949 -1.426
H -1.282 -3.244 -3.052
H -1.319 -0.603 0.742
H 0.234 -0.983 -3.328

Atoms 1-6, force components in eV/Å:
C -1.26 -1.03 0.76
C -0.71 1.61 1.78
C 1.01 -0.13 -2.28
C 0.17 0.33 -0.79
C 1.98 -2.94 0.99
C -0.67 1.78 -0.81

Values from the calculation:
Kohn-Sham gap: 6.61 eV
Net charge: -1
LUMO energy: 3.51 eV
E_HOMO: -3.1 eV
Energy relative to the best compared isomer or geometry (same formula, charge and spin): 31.1 kcal per mole
Spin multiplicity: 1
Molecular weight: 207.2 g/mol